{"formula": "C43H77N5O19", "method": "ωB97M-V with the def2-TZVPD basis set", "species": ["O", "C", "C", "C", "C", "O", "H", "H", "H", "H", "H", "H", "O", "C", "C", "C", "C", "O", "H", "H", "H", "H", "H", "H", "O", "C", "C", "C", "C", "O", "H", "H", "H", "H", "H", "H", "O", "C", "C", "C", "C", "O", "H", "H", "H", "H", "H", "H", "O", "C", "C", "C", "C", "O", "H", "H", "H", "H", "H", "H", "O", "C", "C", "C", "C", "O", "H", "H", "H", "H", "H", "H", "O", "C", "C", "C", "C", "O", "H", "H", "H", "H", "H", "H", "C", "N", "C", "C", "O", "H", "H", "H", "H", "H", "H", "H", "C", "N", "C", "C", "O", "H", "H", "H", "H", "H", "H", "H", "C", "N", "C", "C", "O", "H", "H", "H", "H", "H", "H", "H", "C", "N", "C", "C", "O", "H", "H", "H", "H", "H", "H", "H", "C", "N", "C", "C", "O", "H", "H", "H", "H", "H", "H", "H"], "positions_angstrom": [[11.0956, 15.4267, 15.6506], [10.8404, 15.5581, 14.4606], [10.0076, 16.5843, 13.8452], [10.1278, 16.4853, 12.3282], [10.9382, 15.1911, 12.1896], [11.3856, 14.7970, 13.5504], [9.0095, 16.4362, 14.2527], [10.4814, 17.5380, 14.2040], [9.2182, 16.4696, 11.7937], [10.6737, 17.2800, 11.9298], [10.3142, 14.3967, 11.8228], [11.8015, 15.3964, 11.5711], [7.6797, 11.0553, 12.6963], [8.5694, 11.1140, 13.4347], [8.8137, 11.9142, 14.6685], [10.3421, 11.7796, 14.9056], [10.6427, 10.4311, 14.2296], [9.6087, 10.2651, 13.2335], [8.3526, 12.9116, 14.7172], [8.2738, 11.2383, 15.3662], [10.9024, 12.5285, 14.3270], [10.6519, 11.8380, 15.9339], [11.5837, 10.2772, 13.7370], [10.5449, 9.6187, 14.9576], [18.2313, 19.5719, 16.1684], [18.7491, 18.6604, 15.5904], [20.0806, 18.6388, 14.9345], [20.5399, 17.1410, 14.9814], [19.1674, 16.5367, 14.7186], [18.1994, 17.4136, 15.4224], [19.9109, 18.9368, 13.8881], [20.7308, 19.3382, 15.3765], [21.2105, 16.9423, 14.1930], [20.8075, 16.7574, 15.9605], [18.9973, 16.6412, 13.6804], [18.9775, 15.5283, 14.9719], [13.8736, 15.6204, 18.5622], [13.4361, 14.5742, 18.9936], [12.2129, 13.8755, 18.4550], [11.7246, 13.2292, 19.7315], [13.0159, 12.8778, 20.4543], [14.0021, 13.8993, 20.0344], [11.4588, 14.5418, 18.0322], [12.5001, 13.0774, 17.7359], [11.0284, 13.8876, 20.3553], [11.0270, 12.4575, 19.5431], [12.9326, 12.8930, 21.5039], [13.4530, 11.9214, 20.1591], [12.9492, 17.6569, 14.6194], [13.3852, 17.8710, 15.7444], [12.5941, 17.7231, 16.9766], [13.4404, 18.4485, 18.0154], [14.8537, 18.4175, 17.4390], [14.6647, 18.1090, 16.0425], [11.5740, 18.0116, 16.8137], [12.7058, 16.6590, 17.1638], [13.1963, 19.4752, 18.1878], [13.3060, 17.9014, 18.9475], [15.3846, 19.3404, 17.4883], [15.4911, 17.5774, 17.8121], [13.6851, 11.9143, 12.7992], [13.9833, 12.9451, 13.3667], [13.8293, 13.3308, 14.8649], [14.9272, 14.4691, 14.9715], [14.9384, 15.0391, 13.5213], [14.4408, 13.9483, 12.7155], [12.8314, 13.6233, 15.1182], [14.0690, 12.4034, 15.4199], [14.6548, 15.1813, 15.7253], [15.9421, 14.1167, 15.1796], [14.1498, 15.8415, 13.4562], [15.9009, 15.3527, 13.1343], [17.3002, 13.3987, 7.2046], [16.2103, 13.4287, 7.7002], [15.5253, 12.2601, 8.3783], [14.3710, 12.8872, 9.1681], [14.1622, 14.2257, 8.3850], [15.4447, 14.5502, 7.9070], [15.1674, 11.5890, 7.6302], [16.2903, 11.6926, 8.9033], [13.4133, 12.3073, 9.1564], [14.6666, 12.9953, 10.2122], [13.5206, 14.1367, 7.4984], [13.8221, 15.0903, 9.0189], [17.0717, 14.3063, 20.7131], [16.7507, 13.7488, 19.4137], [16.8190, 14.6671, 18.2705], [16.7331, 12.4453, 19.2585], [16.5552, 11.8564, 18.1752], [16.4135, 15.1448, 20.8799], [18.0663, 14.8799, 20.6465], [17.1029, 13.5936, 21.5205], [16.6737, 14.1153, 17.3636], [16.0785, 15.5278, 18.2840], [17.8404, 15.1577, 18.2113], [16.8119, 11.7999, 20.2018], [14.5540, 7.9964, 17.7516], [13.7523, 8.9913, 17.0312], [14.3614, 9.8334, 15.9846], [12.5096, 9.2521, 17.4365], [11.8408, 10.1599, 16.9278], [15.4217, 8.5314, 18.2654], [14.9592, 7.3742, 16.9651], [13.9838, 7.4249, 18.4647], [13.6477, 10.5742, 15.7048], [15.3621, 10.0542, 16.3470], [14.5458, 9.1260, 15.0912], [12.2350, 8.6099, 18.2762], [20.9350, 12.2752, 11.3553], [20.6718, 13.4770, 10.5597], [21.1059, 13.3537, 9.2122], [20.0825, 14.5321, 11.1719], [19.8875, 15.6183, 10.6864], [20.3741, 12.3422, 12.2683], [21.9721, 12.1301, 11.7382], [20.6161, 11.3191, 10.8286], [20.2942, 13.3253, 8.5487], [21.6307, 14.2706, 8.9625], [21.6361, 12.3674, 9.1919], [19.8639, 14.2736, 12.2288], [15.5955, 18.1577, 12.4001], [14.9376, 17.7405, 11.1446], [15.8303, 17.2012, 10.1137], [13.6174, 17.3511, 11.1719], [13.0638, 16.6845, 10.2892], [16.2466, 17.4235, 12.7607], [14.7996, 18.4188, 13.0752], [16.2358, 19.0228, 12.2199], [16.7748, 17.7627, 10.0952], [16.1575, 16.2118, 10.3604], [15.3271, 17.2306, 9.1279], [13.1029, 17.7421, 12.0867], [16.5072, 10.2198, 12.1608], [17.1348, 11.0375, 13.1244], [17.6775, 10.2950, 14.3140], [17.2966, 12.3694, 12.9563], [17.7655, 13.1743, 13.7099], [16.0100, 10.8952, 11.4736], [15.8135, 9.5453, 12.6655], [17.1259, 9.5095, 11.6360], [17.8211, 11.0430, 15.1293], [17.1657, 9.4055, 14.6046], [18.6620, 9.8877, 14.1326], [16.8257, 12.6305, 12.0282]], "atomic_forces_ev_per_a": [[-0.53, -0.19, -1.01], [1.04, -0.15, 1.99], [-0.52, 2.29, 0.28], [0.54, -1.45, 1.58], [-0.01, 0.22, 0.36], [0.39, -0.59, -1.96], [-0.18, 0.45, -0.06], [-0.91, -0.68, -0.10], [-1.17, -0.31, -0.37], [0.99, 1.36, -0.49], [0.06, -0.56, -0.22], [0.23, -0.56, 0.00], [-3.64, 0.50, -2.16], [3.14, -0.37, 0.82], [0.29, -0.53, 0.99], [-0.04, 0.32, -1.38], [-1.11, -0.60, 0.86], [0.74, 0.01, 0.35], [0.27, -0.45, -0.25], [0.25, 0.65, 0.33], [-0.39, 0.13, 0.27], [0.01, -0.15, 0.27], [0.54, 0.54, -0.21], [-0.13, 0.06, -0.06], [-0.37, -0.39, -0.06], [-0.12, -0.83, -0.01], [0.56, -1.11, -0.51], [-2.35, 0.98, 0.76], [-0.28, 1.57, 0.05], [0.38, -0.11, 0.11], [0.18, -0.14, 0.14], [0.82, 0.84, 0.53], [0.99, -0.54, -0.59], [0.81, 0.51, 0.14], [-0.61, 0.04, -1.32], [-0.14, -0.95, 0.69], [0.26, -1.00, 0.82], [0.46, 0.92, -1.02], [-0.23, -0.38, 0.56], [-1.16, 0.99, 1.13], [0.59, -0.20, -1.24], [-1.75, 0.19, -0.28], [0.53, 0.04, -0.29], [-0.05, 0.59, 0.23], [1.43, -0.13, -0.67], [-0.13, -1.56, -0.27], [0.03, 0.23, 1.27], [-0.22, -0.05, -0.13], [1.14, 0.55, 0.59], [-0.71, -0.73, -1.21], [0.83, 0.52, 0.20], [-0.22, -0.50, 0.68], [0.06, -2.10, 0.02], [0.03, 0.38, -1.23], [-0.43, 0.06, 0.21], [-0.57, -0.13, 0.12], [-0.63, 0.65, -0.03], [0.52, 0.26, 0.15], [0.38, 0.61, 0.12], [-0.53, 0.85, 0.02], [0.12, 0.08, 0.53], [-1.93, -1.39, 1.75], [2.62, -1.05, -0.65], [-0.45, -0.78, -0.81], [-2.20, 0.39, 1.18], [1.74, 1.96, -2.03], [-0.49, 0.45, -0.10], [0.02, 0.81, 0.01], [-0.10, 0.62, 0.21], [-0.35, -0.40, 0.14], [1.05, -0.50, -0.10], [0.03, -0.11, 0.04], [-0.36, 0.60, -0.25], [-0.22, 0.07, 1.13], [-0.28, 0.23, 0.05], [-0.90, -0.27, -0.51], [-0.50, 0.17, 1.42], [1.99, -0.02, -1.13], [-0.34, -0.48, -0.79], [-0.10, 0.13, 0.38], [0.95, 0.26, 0.03], [-0.22, 0.51, -0.04], [-0.19, -0.26, 0.38], [0.21, -1.00, -0.62], [1.61, 2.10, -1.03], [0.77, 1.41, 0.52], [0.59, 1.51, 0.18], [-0.76, -2.89, -1.27], [0.27, 0.58, 1.13], [-0.75, -0.09, 0.52], [-0.87, -1.21, 0.13], [-0.20, -0.23, 0.05], [-0.12, -0.38, -0.34], [0.71, -1.38, 0.46], [-0.91, -0.67, 0.22], [0.05, 1.11, -0.75], [1.46, 1.81, -0.79], [-0.05, -0.14, 0.65], [0.80, -3.68, -0.54], [0.17, 1.49, -0.88], [-0.15, -0.99, 1.04], [-1.04, -0.77, -0.48], [0.33, -0.64, 0.19], [-0.30, -0.07, 0.09], [0.06, 0.68, -0.01], [-0.11, 1.05, -0.06], [-0.39, 1.15, 0.93], [-0.65, 0.00, 0.13], [-0.21, -0.90, 0.18], [-0.08, -1.67, 1.94], [0.95, 0.08, 0.22], [0.67, -0.65, 0.24], [-0.29, 0.57, -0.37], [-0.59, -0.07, 0.44], [-0.28, 0.37, -0.86], [0.33, 1.26, 0.48], [-1.36, -0.27, -1.03], [0.81, -0.29, -0.35], [0.09, 1.38, -0.63], [-0.21, 0.25, -0.16], [-1.10, 1.41, -1.70], [-0.14, -0.66, 0.28], [-0.27, 0.86, -0.35], [0.78, 0.06, -0.48], [0.48, 0.86, 1.02], [0.68, -1.43, 0.78], [0.04, -0.01, 0.68], [-0.22, 0.22, -0.13], [-0.49, 0.29, -0.11], [-0.16, -0.97, 0.03], [0.41, -0.14, 0.60], [0.12, -0.33, -0.51], [-1.04, -0.39, -0.42], [1.61, -1.27, 2.47], [1.01, 2.42, -0.18], [-1.10, -1.57, -0.43], [1.03, 0.81, 1.14], [-0.42, -0.39, -0.33], [-0.59, 0.42, -0.05], [0.94, 0.13, -0.40], [-0.46, -0.77, -0.38], [-1.35, -0.11, 0.11], [0.63, 0.20, -0.55], [-0.28, 0.64, -1.02]], "e_homo_ev": -9.2, "spin_multiplicity": 1, "smiles": "O=C1CCCO1.O=C1CCCO1.O=C1CCCO1.O=C1CCCO1.O=C1CCCO1.O=C1CCCO1.O=C1CCCO1.CN(C)C=O.CN(C)C=O.CN(C)C=O.CN(C)C=O.CN(C)C=O", "lumo_energy_ev": 0.4, "homo_lumo_gap_ev": 9.512}


{"formula": "C19H14Cl3N5O4SbSe4Tc", "method": "ωB97M-V with the def2-TZVPD basis set", "species": ["Tc", "O", "C", "N", "C", "O", "C", "C", "C", "C", "C", "N", "C", "C", "C", "C", "C", "N", "H", "H", "H", "H", "H", "H", "H", "H", "Se", "Sb", "Se", "Se", "Se", "Cl", "C", "Cl", "Cl", "C", "O", "O", "N", "C", "C", "C", "N", "C", "C", "H", "H", "H", "H", "H", "H"], "positions_angstrom": [[0.2954, -0.4010, -0.8370], [4.2618, -1.5000, -0.5764], [3.0584, -1.3945, -0.7070], [2.3158, -0.2507, -0.8226], [2.8824, 0.9912, -0.9595], [4.0624, 1.2682, -1.0404], [1.8065, 2.0357, -1.0352], [2.1301, 3.3786, -1.1716], [1.1156, 4.3135, -1.2807], [-0.1980, 3.8594, -1.2824], [-0.4421, 2.5090, -1.1380], [0.5267, 1.6054, -0.9892], [2.1516, -2.5913, -0.7627], [2.6788, -3.8737, -0.7766], [1.8297, -4.9610, -0.8818], [0.4606, -4.7143, -0.9431], [0.0041, -3.4137, -0.9016], [0.8179, -2.3499, -0.8216], [3.1749, 3.6483, -1.2039], [1.3459, 5.3635, -1.3802], [-1.0336, 4.5315, -1.3988], [-1.4562, 2.1322, -1.1449], [3.7505, -3.9859, -0.7204], [2.2213, -5.9652, -0.9238], [-0.2454, -5.5254, -1.0320], [-1.0566, -3.1953, -0.9325], [-3.9361, 5.1096, 1.6203], [-4.3943, 2.9053, 0.5212], [-2.6597, 1.4241, 1.5450], [-4.0461, 3.1896, -1.9313], [-6.6950, 2.1532, 1.1105], [-0.0061, -0.3957, -3.2085], [-1.7825, -0.4387, -3.3711], [-2.3088, 0.9969, -4.2509], [-2.1947, -1.8998, -4.2780], [-2.5423, -0.5390, -1.9342], [-3.7374, -0.6271, -2.0103], [-1.7920, -0.5639, -0.9373], [-0.2509, -0.1197, 5.3568], [-0.0964, -0.1872, 4.0053], [0.8514, 0.5904, 3.3303], [0.9832, 0.4648, 1.9691], [0.2569, -0.3768, 1.2245], [-0.6248, -1.1498, 1.8722], [-0.8206, -1.1024, 3.2318], [0.0724, 0.7193, 5.8087], [-1.1032, -0.5040, 5.7325], [1.4550, 1.3031, 3.8694], [1.7006, 1.0749, 1.4404], [-1.2239, -1.8059, 1.2572], [-1.5654, -1.7350, 3.6924]], "atomic_forces_ev_per_a": [[-1.62, -0.10, -0.66], [0.03, -0.32, -0.05], [0.08, 0.45, 0.10], [1.02, 0.03, 0.15], [0.17, -0.30, 0.00], [-0.01, 0.25, 0.02], [0.15, 0.60, -0.03], [0.00, -0.30, 0.01], [-0.24, -0.24, -0.01], [0.37, 0.25, -0.02], [-0.59, -0.01, -0.03], [0.60, 1.08, -0.06], [0.08, -0.38, 0.07], [-0.14, 0.08, -0.06], [-0.24, 0.25, 0.00], [0.36, -0.11, 0.01], [-0.37, -0.06, 0.05], [0.65, -1.12, -0.02], [0.07, -0.04, 0.03], [-0.02, 0.09, -0.02], [-0.15, -0.01, 0.03], [-0.05, 0.04, 0.07], [0.08, 0.09, 0.00], [0.00, -0.11, 0.02], [-0.10, -0.02, 0.02], [0.00, 0.06, -0.06], [-0.02, -0.18, 0.14], [1.65, -0.39, -1.09], [-1.02, 0.89, 0.05], [-0.52, -0.01, 1.14], [-0.17, -0.04, 0.01], [0.50, 0.05, -0.50], [-0.79, 0.07, 0.30], [0.10, -0.17, 0.06], [-0.02, -0.12, -0.14], [-0.22, 0.02, -1.48], [-0.35, -0.05, -0.05], [0.73, -0.27, 1.30], [-0.10, 0.02, 0.52], [0.25, -0.28, -0.79], [-0.27, -0.12, 0.16], [0.12, 0.08, 0.06], [0.04, 0.01, 0.49], [-0.11, -0.06, 0.15], [0.08, 0.19, 0.15], [-0.08, -0.03, 0.02], [0.06, 0.12, 0.00], [0.11, 0.11, 0.01], [0.02, 0.03, -0.02], [-0.03, 0.01, -0.05], [-0.07, -0.05, -0.03]], "e_homo_ev": [-4.8, -4.4], "total_charge": -1, "spin_multiplicity": 4, "lumo_energy_ev": [1.9, 0.2], "homo_lumo_gap_ev": [6.675, 4.553]}